{
  "formula": "C56H57ClGeN5O2Re",
  "method": "wB97M-V/def2-TZVPD",
  "species": ["Re", "C", "C", "C", "N", "C", "C", "C", "C", "C", "C", "C", "N", "C", "C", "C", "N", "C", "C", "C", "C", "C", "C", "C", "N", "C", "C", "H", "H", "H", "H", "H", "H", "H", "H", "H", "H", "H", "H", "H", "H", "H", "H", "H", "H", "H", "H", "H", "H", "H", "H", "H", "H", "C", "Ge", "C", "C", "C", "C", "C", "C", "C", "C", "C", "C", "C", "C", "C", "C", "C", "C", "C", "C", "H", "H", "H", "H", "H", "H", "H", "H", "H", "H", "H", "H", "H", "H", "H", "H", "C", "O", "C", "C", "C", "C", "C", "C", "N", "C", "C", "C", "C", "C", "C", "C", "O", "H", "H", "H", "H", "H", "H", "H", "H", "H", "H", "H", "H", "H", "Cl", "C", "H", "H"],
  "positions_angstrom": [[-0.15027, -1.52299, -0.74093], [-2.08290, 0.74336, 2.22937], [-2.38672, -0.74180, 1.97809], [-1.29093, -1.76240, 2.31651], [-0.45459, -2.28210, 1.23035], [0.27347, -3.37125, 1.54071], [0.39188, -3.83669, 2.87194], [0.94034, -4.98137, 3.42521], [1.57728, -6.04521, 2.81225], [1.86810, -6.14260, 1.45475], [1.57757, -5.27829, 0.42470], [0.86671, -4.04917, 0.37528], [0.64285, -3.42690, -0.77022], [0.82747, -4.09358, -2.03738], [-0.27478, -3.68499, -3.02281], [-1.66028, -3.61322, -2.36683], [-1.79893, -2.33319, -1.72640], [-2.94629, -1.70407, -1.66001], [-4.17525, -2.39405, -1.77158], [-5.47412, -1.94077, -1.75414], [-5.93241, -0.63488, -1.83345], [-5.14038, 0.50136, -1.94076], [-3.78786, 0.65598, -1.74825], [-2.79763, -0.27416, -1.33058], [-1.67518, 0.08052, -0.72884], [-1.61338, 1.42225, -0.18937], [-1.17418, 1.53787, 1.28485], [-1.66884, 0.84805, 3.23937], [-3.05120, 1.25196, 2.22103], [-2.73073, -0.91846, 0.96433], [-3.22734, -0.97277, 2.64313], [-1.80856, -2.63370, 2.75318], [-0.66459, -1.32981, 3.10806], [-0.01808, -3.18249, 3.62464], [0.84164, -5.05567, 4.50523], [1.91576, -6.85351, 3.45153], [2.42696, -7.02864, 1.16664], [1.98165, -5.59403, -0.52748], [0.78894, -5.18569, -1.92768], [1.79937, -3.81781, -2.46716], [-0.29477, -4.40204, -3.84801], [-0.04851, -2.69572, -3.41781], [-1.77439, -4.43188, -1.63703], [-2.43162, -3.73682, -3.13927], [-4.06484, -3.47368, -1.76705], [-6.23966, -2.71159, -1.72520], [-7.00573, -0.49554, -1.87450], [-5.66933, 1.41856, -2.18231], [-3.41334, 1.65092, -1.95406], [-2.61096, 1.87942, -0.21774], [-0.94175, 2.03310, -0.80751], [-1.34523, 2.59717, 1.53494], [0.84703, 1.66865, 0.64776], [0.30293, 1.27836, 1.50440], [1.12906, 2.18978, 3.08678], [0.31685, 3.99857, 3.38868], [-0.19064, 4.49510, 4.58242], [-0.65687, 5.79705, 4.67141], [-0.62913, 6.62925, 3.56390], [-0.14403, 6.14462, 2.35934], [0.33184, 4.84845, 2.28366], [3.00221, 2.68479, 2.64386], [3.62643, 3.68544, 3.37945], [4.95016, 4.01548, 3.15561], [5.67345, 3.35503, 2.17545], [5.06339, 2.36453, 1.42554], [3.74032, 2.03574, 1.66477], [1.27233, 0.99009, 4.67604], [1.42845, 1.43370, 5.98304], [1.54034, 0.53266, 7.02899], [1.47253, -0.83033, 6.78778], [1.36635, -1.28697, 5.48470], [1.29066, -0.38060, 4.44233], [0.48899, 0.20997, 1.53343], [-0.23238, 3.85599, 5.45378], [-1.03687, 6.17135, 5.61317], [-0.97291, 7.65354, 3.63516], [-0.13396, 6.78752, 1.48704], [0.73362, 4.48444, 1.34696], [3.06024, 4.21513, 4.13627], [5.42362, 4.79053, 3.74460], [6.71066, 3.60928, 2.00163], [5.61681, 1.84601, 0.65424], [3.27741, 1.25965, 1.07614], [1.47876, 2.49518, 6.18416], [1.67651, 0.88956, 8.04106], [1.52111, -1.53663, 7.60701], [1.33816, -2.34891, 5.27866], [1.26062, -0.73900, 3.42290], [-0.40555, 2.73243, -4.93892], [-0.28258, 1.38877, -5.30617], [-1.35074, 0.55303, -5.12561], [-2.63815, 1.00794, -4.90651], [-3.71954, 0.13706, -4.88625], [-3.50812, -1.21205, -5.09421], [-2.22602, -1.68512, -5.28848], [-1.11351, -0.83420, -5.28099], [0.12648, -1.36940, -5.53199], [1.38043, -0.81628, -5.40220], [1.83423, 0.07926, -4.43655], [2.97370, 0.85840, -4.73835], [3.45987, 1.81182, -3.88014], [2.79247, 2.05623, -2.68129], [1.69651, 1.29532, -2.33550], [1.24116, 0.22250, -3.12257], [0.35624, -0.62092, -2.71431], [0.60295, 3.14036, -4.98221], [-0.79051, 2.83688, -3.92218], [-1.05597, 3.27964, -5.63110], [-2.81898, 2.06507, -4.78002], [-4.71747, 0.51957, -4.73452], [-4.34584, -1.89568, -5.11100], [-2.06672, -2.74150, -5.46482], [0.10046, -2.29634, -5.93806], [2.06227, -1.08771, -6.20220], [3.44107, 0.70620, -5.70324], [4.33856, 2.38845, -4.14071], [3.15245, 2.82028, -2.00343], [1.17766, 1.48445, -1.40595], [3.11256, -1.75298, -1.19767], [1.90891, -0.99279, -0.09007], [2.24291, 0.04630, -0.10634], [2.20033, -1.40495, 0.88973]],
  "mulliken_spin": [0.649, -0.007, 0.005, 0.028, -0.096, -0.103, 0.145, -0.090, 0.159, -0.065, 0.147, -0.001, -0.082, 0.009, 0.022, -0.010, -0.025, 0.006, 0.013, 0.002, 0.033, -0.017, 0.045, 0.028, 0.001, 0.008, 0.001, 0.000, 0.000, 0.005, 0.000, -0.004, -0.003, 0.060, -0.010, 0.016, -0.006, 0.022, -0.002, -0.008, 0.003, -0.011, -0.001, 0.003, 0.008, -0.001, 0.004, 0.000, 0.004, -0.002, 0.003, -0.002, -0.003, 0.018, 0.000, 0.000, -0.001, 0.000, 0.000, 0.000, 0.000, -0.001, 0.000, 0.000, 0.000, 0.000, 0.003, 0.001, -0.001, 0.000, 0.001, 0.007, 0.000, -0.001, 0.000, 0.000, 0.000, 0.000, 0.000, 0.000, 0.000, 0.000, 0.000, 0.000, 0.000, 0.000, 0.000, -0.005, -0.001, 0.000, 0.001, 0.006, 0.000, -0.001, -0.009, 0.006, -0.006, 0.008, 0.044, -0.018, 0.016, -0.013, 0.019, 0.001, 0.000, 0.047, 0.000, 0.000, 0.000, 0.001, 0.005, 0.000, 0.001, 0.000, 0.001, 0.000, -0.001, 0.002, -0.002, 0.000, 0.025, -0.033, 0.002],
  "charge": -1,
  "homo_energy_ev": [-2.20, -2.00],
  "s_squared": 0.82,
  "spin_multiplicity": 2,
  "total_energy_ev": -141708.5174
}